# C39H66N13PbSb

C39H66N13PbSb as an isolated structure (wB97M-V/def2-TZVPD, the Open Molecules 2025 dataset).

Results
* LUMO energy (spin up / spin down): -11.96 / -12.39 eV
* E_HOMO (spin up / spin down): -17.5 / -17.5 eV
* charge: +4

The geometry in XYZ format:
```
120
Properties=species:S:1:pos:R:3:lowdin_charge:R:1
H -1.0515 6.0405 -3.7296 0.107
H -0.2036 2.5605 -5.9114 0.100
H 1.6833 2.7694 4.0568 0.076
H -3.2525 3.2675 -1.2983 0.103
N 2.3182 0.7919 3.7850 -0.168
H -0.7706 -4.3079 -5.8117 0.116
C -0.9303 4.2209 4.1407 -0.003
H -4.1608 3.8689 -3.3645 0.110
H 2.9193 1.3680 -3.1462 0.137
N -0.2248 2.5883 -2.9708 0.230
C 0.5681 -1.3821 -3.1716 -0.165
C -1.7794 -5.5034 -2.1160 0.003
H 0.0676 3.1892 0.0345 0.048
N -0.2424 -2.2161 -2.3308 0.204
H 3.9022 0.0044 -1.4243 0.137
N -3.1186 -0.3341 1.7722 0.011
H 1.8739 -0.8334 5.0290 0.084
C -1.0714 -4.6294 -4.8116 -0.018
H 1.0657 0.6933 5.4286 0.078
C -0.0490 3.1676 2.1795 -0.352
Sb -1.9936 0.0475 4.6579 1.576
H -6.8136 -0.6403 2.8753 0.131
C -5.4269 -0.6392 1.2334 -0.003
C -1.1211 1.8550 3.7664 -0.438
H 2.7598 0.4706 5.8554 0.101
N 1.8452 0.3227 -1.6774 -0.157
C 0.7281 3.2372 0.9026 -0.046
H 4.7461 -0.8441 5.1373 0.107
H -3.1392 4.0872 -4.7900 0.111
H -0.8888 -6.0071 -2.4838 0.109
C 4.3284 -2.0269 2.6210 -0.019
C 3.1315 -0.5081 0.4833 -0.216
N -0.4879 1.9600 2.5838 -0.076
H 2.8840 2.5325 2.7657 0.097
H -3.4096 5.4340 -3.6589 0.114
C 3.0512 0.3280 -0.8093 -0.186
H -1.1134 5.0950 4.7511 0.135
H -3.4442 -1.5184 -0.9040 0.018
H 2.0815 -3.5899 1.3136 0.078
H 0.6874 1.2313 -4.2374 0.124
N -2.1293 3.8782 -2.9623 -0.103
H -0.7425 -2.1335 6.1806 0.099
H -2.1321 -2.3636 -0.9316 0.043
H 5.9100 -0.4178 3.8768 0.113
H -2.4858 -3.9002 -0.1213 0.118
N 2.3158 -0.0489 1.6245 -0.042
H 0.0947 6.1195 -5.0822 0.118
N -1.5453 -4.0765 -1.9781 -0.065
C -3.2603 4.3549 -3.7425 -0.007
H -2.0212 -5.9110 -1.1346 0.113
H 1.0622 3.8130 -5.8895 0.110
H -2.6219 -5.7241 -2.7767 0.120
H -5.0031 -0.3081 4.5551 0.097
C 2.0174 1.5265 -2.5370 -0.163
H -2.4472 4.8275 -1.1225 0.117
Pb -0.1445 -0.0152 1.1409 1.369
C -0.0170 3.6297 -5.8545 -0.013
N -0.6302 4.2120 -4.6751 -0.107
C 0.4182 -3.5292 5.0360 -0.003
C 2.0068 0.2460 5.0924 -0.046
H -1.5025 3.3204 -1.0564 0.046
N -0.1545 -4.0462 -3.8480 -0.144
C -0.5749 -1.5456 4.1222 -0.449
H 5.0771 -1.9685 1.8295 0.104
H -0.4382 4.1087 -6.7396 0.119
H 4.1863 -0.4373 0.7568 0.119
H 1.8584 -3.8870 -3.2551 0.095
H 1.5946 -4.0062 -5.0129 0.112
H -0.0460 -0.5123 -3.4122 0.117
C 1.2529 -4.3480 -4.0329 -0.010
H 2.1915 -1.7304 -1.8353 0.110
C -3.7339 -0.5143 -0.5930 -0.037
H 3.3685 2.4995 4.4666 0.101
H 4.7527 -2.6292 3.4240 0.111
H 2.6248 -0.8053 -3.2744 0.138
C 0.8567 -3.8321 3.7622 0.005
H -1.0536 -5.7231 -4.8092 0.109
C 0.5798 -2.9685 2.7071 -0.328
C 4.8860 -0.2693 4.2200 -0.001
H 3.4371 -2.5261 2.2488 0.059
H -1.6229 5.9389 -5.4093 0.113
H -4.5934 -0.2139 -1.1911 0.097
H 2.2260 2.3643 -1.8750 0.116
C 2.8902 -0.0231 2.8088 -0.400
H 3.2471 1.3602 -0.5212 0.116
H 1.4217 2.3960 0.8611 0.031
H 1.2896 4.1676 0.8515 0.106
C -0.3385 -2.3773 5.2064 -0.127
H 1.4064 -4.7436 3.5684 0.136
H 2.9129 -1.5574 0.2615 0.088
C -0.6204 -3.4154 -2.7128 -0.320
C -0.8237 5.6548 -4.7197 -0.006
H -2.9072 0.1654 -0.7933 0.059
C -4.0943 -0.4998 0.8597 -0.321
C 0.9640 2.0284 -3.5367 -0.179
H 0.5097 -4.2871 1.0375 0.098
H -1.8381 2.8558 5.5242 0.097
C -3.4576 -0.2810 3.0614 -0.441
H 1.4951 2.7739 -4.1408 0.122
C -2.3400 3.8179 -1.5282 -0.009
H -6.1831 -0.7962 0.4754 0.128
H -3.4748 -3.3957 -1.4944 0.124
H -2.0866 -4.2851 -4.6289 0.107
C -1.3435 2.9670 4.5679 -0.109
H 0.0961 5.2682 2.5732 0.133
C 1.0154 -3.3652 1.3289 -0.039
C -0.2702 4.3152 2.9296 -0.001
H 1.4156 -5.4299 -4.0030 0.116
C -4.7722 -0.3772 3.5004 -0.106
N 3.9810 -0.7184 3.1634 -0.103
C 2.5778 2.2196 3.7613 -0.033
H 0.6334 -4.1792 5.8734 0.135
C -5.7793 -0.5653 2.5665 -0.016
C -2.4622 -3.3847 -1.0820 -0.018
H 0.7723 -2.6039 0.5912 0.012
C 1.8705 -0.9144 -2.4838 -0.159
C -0.9593 3.5147 -3.5491 -0.330
H 0.8255 -1.8712 -4.1146 0.115
H 4.7561 0.7872 4.4283 0.088
N -0.0949 -1.8196 2.8920 -0.057
```

=====

# C51H45Br3F4N4OP3ScTe

C51H45Br3F4N4OP3ScTe as an isolated structure (wB97M-V/def2-TZVPD, the Open Molecules 2025 dataset).

Results
* LUMO energy (spin up / spin down): -11.25 / -11.25 eV
* energy above the lowest of the compared OMol25 structures with the same formula, charge and spin: 4.8997 eV
* E_HOMO (spin up / spin down): -16.9 / -16.6 eV
* charge: +4

The geometry in XYZ format:
```
113
Properties=species:S:1:pos:R:3:lowdin_charge:R:1
H -1.6379 -0.4349 -3.4553 0.106
C 1.0283 1.9764 3.3191 -0.194
H 2.0717 1.7345 3.4925 0.136
C 6.5429 0.2468 -1.4019 -0.113
C -1.3916 5.5455 -1.5632 -0.047
C -6.7887 4.0975 -1.7249 -0.114
H -2.0785 7.4049 -0.7369 0.129
C 2.6322 -2.2221 -2.3829 -0.405
C -3.4195 -0.4457 3.4033 -0.436
H 2.8607 3.6934 -4.6984 0.124
H -3.5581 3.8689 1.1565 0.062
Br -2.9996 -3.2995 -0.0087 0.766
F 5.4494 0.7349 1.9968 0.129
H -0.8439 3.5910 -2.1744 0.080
H -3.7461 1.4974 4.2984 0.094
C -6.0358 4.0505 0.8876 -0.141
C 2.9308 1.9779 -5.9930 -0.039
C -4.7708 0.2690 -4.0653 -0.056
Br 0.1593 -2.2844 -0.0611 0.673
C -1.4515 4.1647 -1.4798 -0.120
N -1.7648 1.3094 -5.5827 0.226
P -2.4034 0.0558 2.0047 0.945
C -0.6197 0.4063 -5.1787 -0.086
C 1.8097 -2.8740 -3.3056 -0.133
Br 2.6910 0.0430 1.1689 1.016
H -5.3891 -0.0885 -4.8806 0.129
H -1.8311 1.3704 -6.6010 0.187
H -3.5643 3.1630 -2.7591 0.114
H -2.6371 2.9377 2.8951 0.089
C 3.5446 -4.3647 -1.7354 -0.029
F 7.6455 0.2497 -2.1072 0.201
H 2.8328 -1.2510 -4.9734 0.111
H 2.6328 2.3639 -2.6430 0.117
C -2.9450 4.3322 0.3951 -0.088
H 0.3083 0.9231 -5.4281 0.113
C 0.4863 3.0452 4.1809 0.056
F 7.7172 0.8120 0.5359 0.214
H -3.4446 6.3220 1.0147 0.127
C 4.1323 -0.0542 -1.2983 -0.337
H 3.0476 0.0946 -7.0164 0.129
H 2.7967 -6.0733 -2.7950 0.128
C 2.7394 -4.9996 -2.6687 -0.029
C -4.4901 1.6254 -3.9445 -0.097
C 1.8705 -4.2504 -3.4541 -0.046
H 4.1385 -2.5151 -0.8599 0.111
H 1.1334 -2.3239 -3.9478 0.080
H 0.2699 -0.2435 3.4239 0.162
H -5.1398 0.6346 6.1208 0.125
H -0.9336 -4.2189 1.0272 0.026
C 5.4080 0.4989 0.6975 -0.239
H 3.0725 2.5642 -6.8924 0.128
Sc 0.2279 0.5034 -0.4069 0.739
H -0.6949 -0.4768 -5.8111 0.153
N -6.8325 5.2351 -1.0373 0.105
C 5.3288 -0.0519 -2.0081 -0.190
C -4.2952 -0.6246 -3.1042 -0.046
C 6.5842 0.5317 -0.0465 -0.109
C -0.6650 -0.0230 -3.7208 -0.192
H 0.5841 1.4328 -3.0563 0.037
C -2.8851 5.7175 0.3118 -0.026
C -3.7298 2.0967 -2.8706 -0.101
H 4.2307 -4.9402 -1.1274 0.128
C 0.0987 0.7757 3.0994 -0.123
C -4.7381 -0.0463 5.3814 -0.039
O 0.8305 2.3185 1.8631 -0.117
C 2.8111 2.6136 -4.7608 -0.044
H -0.7744 6.0200 -2.3151 0.120
P -2.3397 1.7340 -0.4147 0.914
C -5.0186 -1.4072 5.4663 -0.025
C -6.3600 2.8907 -1.1842 -0.124
H -3.2890 -2.5031 2.7767 0.047
H -5.6388 -1.7780 6.2725 0.128
C -1.2091 1.3065 2.6665 -0.442
H 0.0573 -0.8313 -3.6380 0.078
C 2.9156 0.5901 -6.0624 -0.041
C -3.9488 0.4371 4.3536 -0.109
C -3.3308 1.2203 0.9753 -0.950
H -6.3794 1.9864 -1.7811 0.094
N -0.0193 1.1684 1.6656 -0.236
C 2.6527 0.4573 -3.6702 -0.398
H -4.9105 2.3305 -4.6542 0.129
C -0.8438 3.3629 4.0084 -0.019
H -5.7776 4.0836 1.9389 0.106
H -4.7203 -3.3472 4.6014 0.122
C 4.2205 0.2070 0.0645 -0.520
H -0.9045 -4.3920 -0.7763 0.016
C -3.2565 1.2063 -1.9099 -0.391
H -3.2078 -0.8511 -1.2771 0.035
C -3.7016 -1.8112 3.5021 -0.114
N -0.2928 1.0144 -2.7321 -0.041
C -6.4822 5.2016 0.2461 -0.111
C -5.9472 2.8822 0.1408 -0.537
C 2.7776 -0.1717 -4.9068 -0.079
F 5.3496 -0.3567 -3.2969 0.147
C 3.4920 -2.9847 -1.5902 -0.080
H -1.6551 2.2630 -5.2373 0.169
C -3.5455 -0.1553 -2.0376 -0.143
C -1.1794 -3.7778 0.0701 -0.881
H 1.1337 3.5838 4.8583 0.133
C -2.2476 3.5392 -0.5115 -0.363
H -6.5665 6.1346 0.7934 0.126
C -4.5034 -2.2894 4.5289 -0.043
H -1.2690 4.2144 4.5262 0.135
C 2.6711 1.8556 -3.6057 -0.130
H -2.6666 0.9702 -5.2247 0.120
H -7.1240 4.1478 -2.7565 0.120
H -4.5340 -1.6788 -3.1795 0.126
P 2.5393 -0.4333 -2.0817 1.037
H -0.9944 1.7472 -2.7294 0.019
H 1.2540 -4.7396 -4.1970 0.122
C -1.6402 2.6172 3.1527 -0.018
C -2.1185 6.3256 -0.6693 -0.021
Te -5.3677 1.1121 1.1169 1.515
```

=====

| no. | total energy (eV) |
| --- | --- |
| 1 | -72632.183 |
| 2 | -338441.361 |